A structure of composition H26O13 in a non-equilibrium geometry. Source: the Open Molecules 2025 dataset; level of theory: ωB97M-V/def2-TZVPD.

Values from the calculation:
Energy relative to the best compared isomer or geometry (same formula, charge and spin) ... 183.6 kcal/mol
Gap between HOMO and LUMO ... 8.248 eV
Total energy ... -27033.9864 eV
E_LUMO ... -0.54 eV

```
! wB97M-V def2-TZVPD RIJCOSX def2/J DEFGRID3
* xyz 0 1
O 1.33 -2.20 1.04
O -3.67 0.47 1.56
O 3.40 2.11 0.28
O -0.23 3.27 -1.48
O -3.68 3.01 -0.91
O 2.47 -0.21 -1.50
O 0.43 -2.64 4.74
O -4.75 -2.86 0.05
O 1.78 -2.46 -1.96
O -0.47 4.69 1.65
O 0.17 -0.98 0.50
O 6.01 -0.88 -0.32
O -3.50 -2.76 -2.80
H 6.46 -0.11 -0.73
H -4.35 1.01 1.12
H 5.14 -0.72 -0.66
H -2.83 3.04 -0.30
H 0.82 -0.92 -0.21
H -1.09 5.42 1.49
H -4.15 -2.09 0.26
H -3.33 -3.44 -2.20
H 3.40 -0.19 -1.15
H 1.95 -2.53 1.74
H 2.56 -0.18 -2.46
H 0.06 4.04 -1.87
H 1.83 -2.24 0.22
H -2.88 0.95 1.39
H -3.31 -2.07 -2.15
H 1.13 -3.06 -2.32
H 0.30 -1.74 4.35
H -0.43 -2.74 5.00
H -0.90 3.90 1.72
H 3.40 1.27 -0.28
H 1.80 -1.66 -2.57
H -4.38 -3.11 -0.79
H -0.37 -0.23 0.43
H -4.41 2.75 -0.31
H 4.11 2.69 0.06
H 0.19 3.39 -0.62
*
```